# 1
# C16H16F2O5P

A cluster of 3 separate species, C16H16F2O5P in total (ωB97M-V/def2-TZVPD, the OMol25 dataset).

Last column: natural (NBO) charge in e.
Geometry (Å):
C  -2.34860  4.62730  -3.40461  -0.67
C  -1.16762  4.70317  -4.36510  -0.10
F  -1.46484  4.11531  -5.57623  -0.33
P  0.29963  3.79405  -3.74845  1.71
F  1.58136  4.59926  -4.04748  -0.49
C  0.44168  2.17656  -4.46970  -0.91
C  -0.61576  1.21873  -3.90138  0.42
O  -0.31234  0.26585  -3.25885  -0.43
H  -2.04621  4.63670  -2.35488  0.25
H  -2.90022  3.70150  -3.59262  0.25
H  -3.01307  5.47129  -3.58757  0.27
H  -0.85302  5.73602  -4.55688  0.25
H  0.21892  3.71115  -2.35868  0.00
H  0.29985  2.29495  -5.55288  0.32
H  1.44479  1.78659  -4.26158  0.31
H  -1.67433  1.47119  -4.10140  0.15
C  -1.23959  0.46409  -0.01447  -0.25
C  -0.64468  -0.56409  0.57966  -0.20
C  -1.17863  -1.11177  1.85516  0.48
O  -0.62659  -2.03702  2.40771  -0.48
C  -2.39609  -0.47849  2.42411  -0.20
C  -2.98814  0.54896  1.81961  -0.24
C  -2.44907  1.10215  0.55494  0.49
O  -2.96214  2.05052  -0.00603  -0.52
H  -0.89017  0.88720  -0.94578  0.21
H  0.23941  -1.04691  0.18300  0.24
H  -2.76201  -0.90019  3.35137  0.24
H  -3.87325  1.03031  2.21506  0.24
C  1.40164  -4.63257  3.92613  -0.22
C  1.97023  -3.49532  3.53648  -0.24
C  3.43703  -3.29681  3.63654  0.48
O  3.95533  -2.26279  3.26755  -0.50
C  4.24766  -4.40757  4.19612  -0.23
C  3.67799  -5.54399  4.58774  -0.23
C  2.20910  -5.74852  4.48080  0.47
O  1.69330  -6.78635  4.83252  -0.48
H  0.33392  -4.80014  3.86027  0.23
H  1.39657  -2.67426  3.13060  0.24
H  5.31440  -4.23515  4.26128  0.23
H  4.24355  -6.37093  4.99792  0.24

Computed properties:
Largest force on an atom ... 0.00907 hartree/bohr
HOMO-LUMO gap ... 6.69 eV
HOMO ... -11.4 eV
Net charge ... +1


# 2
# C16H16F6N4O4S

The molecule C16H16F6N4O4S in a non-equilibrium geometry (ωB97M-V/def2-TZVPD, the OMol25 dataset).

Last column: natural (NBO) charge in e.
Geometry (Å):
C  -1.12415  0.62989  2.63393  -0.65
C  -0.23169  1.24368  1.62380  0.20
N  -0.46641  1.13028  0.34029  -0.18
O  0.52586  1.78829  -0.32247  -0.29
C  1.38793  2.29063  0.58842  0.46
C  0.95889  1.98449  1.85480  -0.15
C  1.58290  2.33732  3.15554  -0.65
H  1.09947  3.21595  3.58173  0.23
H  2.63766  2.55303  3.00965  0.26
H  1.47309  1.51471  3.85902  0.22
N  2.56179  2.85051  0.14648  -0.85
H  2.50675  3.16429  -0.81338  0.42
S  3.94935  1.82617  0.31975  2.30
O  4.78313  2.14019  -0.79415  -0.92
O  4.45301  1.99465  1.64469  -0.92
C  3.13792  0.24456  0.17869  -0.38
C  2.86146  -0.46282  1.33431  -0.16
C  1.89165  -1.44542  1.31305  -0.27
C  1.15332  -1.67049  0.14800  0.28
C  1.51576  -1.02021  -1.03465  -0.27
C  2.50707  -0.05933  -1.01508  -0.14
H  2.77436  0.48033  -1.90960  0.24
H  0.99746  -1.23988  -1.95329  0.24
N  0.07753  -2.54910  0.18694  -0.66
C  -1.11324  -2.50767  -0.51358  0.80
O  -1.77558  -3.50791  -0.64930  -0.63
N  -1.47317  -1.25540  -0.94518  -0.69
H  -0.99089  -0.43132  -0.56884  0.45
C  -2.57775  -1.01354  -1.84573  -0.02
C  -3.87340  -1.75732  -1.50191  -0.64
H  -4.63193  -1.53982  -2.25067  0.23
H  -4.22553  -1.43413  -0.52537  0.23
H  -3.67983  -2.82644  -1.47092  0.27
C  -2.13003  -1.40194  -3.28205  0.97
F  -2.03188  -2.72132  -3.43219  -0.31
F  -0.92289  -0.89691  -3.57345  -0.33
F  -2.97378  -0.96853  -4.22213  -0.32
C  -2.87116  0.50282  -1.81096  0.98
F  -3.91569  0.83446  -2.57446  -0.31
F  -1.84206  1.24573  -2.21549  -0.31
F  -3.17783  0.88565  -0.56653  -0.32
H  0.17800  -3.38039  0.75329  0.42
H  1.65616  -2.00000  2.20863  0.22
H  3.38853  -0.20438  2.23853  0.25
H  -1.98433  0.18562  2.14276  0.24
H  -0.58477  -0.13560  3.18987  0.23
H  -1.46107  1.38659  3.33920  0.24

Computed properties:
Largest force on an atom ... 0.03445 hartree/bohr
HOMO-LUMO gap ... 9.30 eV
HOMO ... -9.2 eV
Structure (SMILES) ... Cc1noc(NS(=O)(=O)c2ccc(NC(=O)NC(C)(C(F)(F)F)C(F)(F)F)cc2)c1C
Relative energy (zero: lowest compared OMol25 entry of this formula, charge and spin) ... 0.0 kcal/mol


# 3
# C16H16F7MoN3O9Sb

A structure of composition C16H16F7MoN3O9Sb in a non-equilibrium geometry (ωB97M-V/def2-TZVPD, the OMol25 dataset).

Last column: Mulliken charge in e.
Geometry (Å):
Mo  -0.27546  0.20373  0.32766  1.39
O  0.78184  -3.39468  -1.43311  -0.39
C  0.25076  -2.30091  -1.01551  0.53
O  0.69794  -1.61199  -0.08383  -0.39
C  -0.98446  -1.80744  -1.71835  0.33
C  -1.56632  -2.31940  -2.86256  -0.57
C  -2.64467  -1.62521  -3.41309  -0.69
C  -3.05902  -0.42459  -2.83079  -0.81
C  -2.41742  0.01325  -1.68829  0.88
N  -1.43941  -0.70230  -1.12236  0.62
C  -2.57838  1.32904  -0.95778  0.82
O  -3.52936  2.18351  -1.15111  -0.38
O  -1.73563  1.57686  -0.07349  -0.23
H  1.59575  -3.62755  -0.93592  0.44
H  -1.16853  -3.21284  -3.32174  0.60
H  -3.13280  -1.99544  -4.30367  0.50
H  -3.84721  0.15774  -3.28821  0.37
H  -4.19727  1.93555  -1.81104  0.35
C  -2.77066  0.68585  3.24960  -1.30
C  -1.76998  -0.43310  3.13893  0.47
C  -2.33777  -1.83041  3.15151  -1.26
O  -1.06265  -0.26786  1.82941  -0.57
H  -3.26595  0.59161  4.21506  0.47
H  -3.53122  0.61997  2.46886  0.30
H  -2.28802  1.66179  3.20539  0.38
H  -0.96752  -0.31822  3.88053  0.27
H  -2.98414  -2.00408  2.28948  0.29
H  -2.94036  -1.93948  4.05263  0.45
H  -1.55084  -2.58208  3.17350  0.37
F  2.73277  6.82542  -4.13256  -0.27
C  2.03547  6.06509  -3.30918  0.14
C  2.46629  4.87064  -2.94613  0.09
N  1.72015  4.08098  -2.07083  0.16
C  2.14486  2.78536  -1.61896  -0.44
C  1.13745  1.78030  -2.09721  0.31
O  0.69507  1.63672  -3.18571  -0.56
O  0.71149  0.92813  -1.09806  -0.18
C  0.47397  4.42657  -1.65566  0.36
O  -0.21929  3.62329  -1.03108  -0.52
N  0.07771  5.67992  -2.00310  -0.06
C  0.76958  6.60670  -2.81113  0.27
O  0.31786  7.69069  -3.04140  -0.53
H  3.41273  4.48306  -3.29898  0.41
H  2.21821  2.75765  -0.52647  0.16
H  3.12228  2.55366  -2.05104  0.32
H  -0.82909  5.98063  -1.65958  0.25
F  0.83440  1.46250  1.41123  -0.77
Sb  2.53900  0.81492  2.53186  2.38
F  3.01558  0.18043  0.80938  -0.62
F  3.25504  2.46927  2.08425  -0.52
F  1.56536  1.50410  3.95937  -0.52
F  3.95451  0.09861  3.46959  -0.48
F  1.45469  -0.75501  2.60654  -0.63

Computed properties:
Spin multiplicity ... 2
Expectation value of S² ... 0.757
Largest force on an atom ... 0.04167 hartree/bohr
HOMO-LUMO gap (spin up / spin down) ... 4.41 / 4.52 eV
HOMO (spin up / spin down) ... -13.8 / -13.8 eV
Net charge ... +2
Relative energy (zero: lowest compared OMol25 entry of this formula, charge and spin) ... 34.5 kcal/mol


# 4
# C16H16GaNO13P2S2

A structure of composition C16H16GaNO13P2S2 in a non-equilibrium geometry (ωB97M-V/def2-TZVPD, the OMol25 dataset).

Last column: natural (NBO) charge in e.
Geometry (Å):
Ga  -0.09696  0.18092  -0.43981  1.80
C  -2.48399  0.67867  6.84407  -0.62
C  -2.13109  -0.02450  5.55903  -0.03
C  -0.81575  -0.32580  5.23298  -0.20
C  -0.49473  -0.94180  4.03241  -0.20
C  -1.49631  -1.24949  3.13224  -0.23
C  -2.82388  -1.00878  3.47045  -0.22
C  -3.13783  -0.39580  4.67040  -0.22
S  -1.21635  -1.96571  1.50653  2.34
O  0.19280  -2.29775  1.36180  -0.99
O  -2.14310  -3.08001  1.50342  -0.99
N  -1.55136  -0.92924  0.36729  -1.09
C  -2.86672  -0.40040  0.11063  -0.33
C  -2.75151  1.05553  -0.37884  0.79
O  -3.76480  1.74084  -0.43464  -0.69
O  -1.57886  1.42965  -0.76587  -0.82
H  -1.66545  0.62538  7.56178  0.21
H  -3.37223  0.23205  7.29483  0.20
H  -2.70116  1.73211  6.65244  0.22
H  -0.01808  -0.06678  5.91884  0.21
H  0.53211  -1.18803  3.81286  0.24
H  -3.60098  -1.34665  2.79836  0.23
H  -4.17515  -0.20223  4.92185  0.20
H  -3.51898  -0.42685  0.98228  0.20
H  -3.35252  -0.95229  -0.70246  0.21
O  2.65503  -0.47675  1.92859  -1.01
P  1.98966  0.96402  1.80824  2.57
O  2.17355  1.76496  3.02431  -1.13
O  0.55500  0.77710  1.28225  -1.21
O  2.83493  1.66964  0.59711  -1.09
P  2.71140  1.10354  -0.91133  2.54
O  3.45194  2.28536  -1.72777  -1.00
O  1.22871  1.27367  -1.29666  -1.21
O  3.35750  -0.19206  -1.11608  -1.10
H  2.05960  -1.16476  1.56025  0.53
H  2.87382  3.06023  -1.70220  0.49
O  1.35538  1.29943  -8.26094  -0.69
C  0.30000  0.50173  -7.92748  0.78
O  -0.42091  0.12278  -8.81758  -0.61
C  0.14789  0.15740  -6.50566  -0.27
C  -0.81562  -0.79349  -6.14969  -0.14
C  -0.93993  -1.22810  -4.85041  -0.25
C  -0.11779  -0.72881  -3.82274  -0.12
S  -0.28438  -1.41539  -2.22726  -0.26
C  0.81966  0.25341  -4.17451  -0.19
C  0.94096  0.68442  -5.47738  -0.18
H  1.87516  1.48652  -7.47274  0.48
H  -1.46197  -1.18155  -6.92649  0.22
H  -1.67961  -1.97451  -4.58939  0.22
H  1.45553  0.66610  -3.40863  0.24
H  1.66839  1.46867  -5.67191  0.18

Computed properties:
Largest force on an atom ... 0.03073 hartree/bohr
HOMO-LUMO gap ... 7.11 eV
HOMO ... -2.8 eV
Net charge ... -2
Relative energy (zero: lowest compared OMol25 entry of this formula, charge and spin) ... 7.6 kcal/mol


# 5
# C16H16IN5RuS2

A structure of composition C16H16IN5RuS2 in a non-equilibrium geometry (ωB97M-V/def2-TZVPD, the OMol25 dataset).

Last column: natural (NBO) charge in e.
Geometry (Å):
Ru  0.44352  0.41824  -0.47656  0.95
C  -0.92244  5.66634  0.50180  -0.75
S  -1.69391  4.28864  1.48058  0.47
C  -0.91789  2.87591  0.88898  -0.21
S  0.32010  2.77319  -0.22381  0.04
N  -1.48887  1.78004  1.42057  -0.17
N  -0.91383  0.62617  0.98489  -0.44
C  -1.54524  -0.43707  1.45930  0.09
C  -1.12268  -1.66166  1.00898  0.05
C  -1.76612  -2.87335  1.34224  -0.18
C  -1.19874  -4.03038  0.84953  -0.17
C  0.03363  -3.93735  0.18709  -0.26
C  0.42268  -2.71517  -0.32399  0.08
N  -0.10247  -1.52723  0.06855  -0.48
H  -0.07906  5.26628  -0.00859  0.24
H  -0.58799  6.52799  1.16494  0.26
H  -1.60515  6.09015  -0.26704  0.25
H  -2.22334  -0.44123  2.28287  0.22
H  -2.64163  -2.77946  2.05466  0.25
H  -1.63887  -5.01569  1.08859  0.24
H  0.67679  -4.90094  0.07987  0.25
H  1.21659  -2.58117  -1.06973  0.22
C  -1.36453  -1.08649  -3.31590  -0.22
C  -0.16409  -0.42225  -2.97445  -0.23
C  -0.47650  0.76707  -2.18374  -0.49
C  -1.91737  0.72264  -2.00627  -0.20
C  -2.43082  -0.34012  -2.76468  -0.21
H  -1.43193  -1.97731  -3.86695  0.23
H  0.84793  -0.62294  -3.32042  0.22
H  -0.08562  1.75107  -2.46652  0.28
H  -2.42462  1.53207  -1.48818  0.23
H  -3.47663  -0.62258  -2.85364  0.23
I  4.34148  -1.94803  3.83941  0.27
C  3.71865  -0.85944  2.15409  -0.30
C  4.25792  -0.13416  1.07856  -0.01
N  3.33020  0.33215  0.20962  -0.33
N  2.07225  0.07708  0.75066  -0.35
C  2.32375  -0.64491  1.88369  0.00
H  5.28370  0.16777  0.99284  0.24
H  3.44864  0.79964  -0.68621  0.44
H  1.48252  -0.90351  2.52437  0.24

Computed properties:
Spin multiplicity ... 6
Expectation value of S² ... 8.791
Largest force on an atom ... 0.09735 hartree/bohr
HOMO-LUMO gap (spin up / spin down) ... 6.27 / 4.89 eV
HOMO (spin up / spin down) ... -9.3 / -10.9 eV
Net charge ... +1
Relative energy (zero: lowest compared OMol25 entry of this formula, charge and spin) ... 9.0 kcal/mol


The records above yield calculated total energy values of -41802.9715 -58142.7615 -67154.4155 -137598.2052 -56642.1005 eV, respectively.